(1)
DFT (wB97M-V/def2-TZVPD) results for 3 unconnected molecules or ions with the total composition C2H10N2O2.

Calculated values
SMILES = [H]/N=C/NC.O.O
E_LUMO = 0.9 eV
relative energy (zero: lowest compared OMol25 entry of this formula, charge and spin) = 0.351 eV
E_tot = -342.18096 hartree
max |F| = 1.1 eV/A
Kohn-Sham gap = 10.13 eV

Atoms and positions in Å:
O 0.023 -0.377 2.512
O 0.840 2.376 1.902
N 0.401 -1.877 0.130
N -0.488 -0.053 -0.947
C -0.271 0.741 -2.151
C -0.082 -1.353 -0.922
H -0.660 -0.803 3.037
H 0.758 -2.818 -0.026
H 0.315 -1.058 1.863
H 0.004 2.495 1.443
H -0.242 -1.963 -1.814
H -0.271 1.787 -1.865
H -1.097 0.618 -2.844
H 0.646 0.446 -2.638
H -0.612 0.323 -0.021
H 0.735 1.517 2.339

Atoms 1-6, force components in eV/Å:
0.1 -0.2 -0.1
0.0 -0.1 0.0
0.5 -0.3 0.5
-0.3 -1.0 -0.3
-0.9 0.0 0.7
0.0 -0.1 0.2

---

(2)
DFT (wB97M-V/def2-TZVPD) results for 3 unconnected molecules or ions with the total composition C2H10N2O2.

Calculated values
SMILES = C/N=C\N.O.O
E_LUMO = 0.4 eV
relative energy (zero: lowest compared OMol25 entry of this formula, charge and spin) = 2.049 eV
E_tot = -342.11857 hartree
max |F| = 2.8 eV/A
Kohn-Sham gap = 9.35 eV

Atoms and positions in Å:
O -2.628 2.521 0.106
O -1.978 -0.497 -1.153
N 0.631 -0.389 -0.155
N 1.889 0.634 1.598
C 1.297 0.581 0.340
C 0.923 -1.797 -0.262
H -1.051 -0.330 -0.927
H -2.946 2.838 -0.727
H 0.080 -2.335 0.184
H 1.546 1.385 -0.343
H 1.795 -2.140 0.308
H -2.006 -0.835 -2.047
H 1.116 -1.968 -1.322
H 1.311 0.927 2.371
H 2.382 -0.190 1.926
H -2.362 1.595 0.105

Atoms 1-6, force components in eV/Å:
0.4 0.3 1.5
-0.6 0.1 0.3
1.7 1.4 -1.7
1.7 -0.1 1.0
-1.0 -1.8 -0.1
-0.5 -0.1 1.8

---

(3)
DFT (wB97M-V/def2-TZVPD) results for 3 unconnected molecules or ions with the total composition C2H10N2O3.

Calculated values
SMILES = NCNC=O.O.O
E_LUMO = 0.8 eV
relative energy (zero: lowest compared OMol25 entry of this formula, charge and spin) = 1.117 eV
E_tot = -417.43247 hartree
max |F| = 1.7 eV/A
Kohn-Sham gap = 10.47 eV

Atoms and positions in Å:
O 3.027 -0.092 0.746
O -1.463 -2.057 0.402
O -2.553 0.638 0.265
N 1.074 -0.619 -0.387
N 0.093 1.486 0.288
C 0.814 0.744 -0.764
C 2.346 -0.877 0.147
H 2.604 -1.929 -0.073
H -3.205 1.112 -0.257
H 0.285 2.480 0.171
H 0.163 0.712 -1.640
H 0.578 1.320 1.167
H -2.173 -1.402 0.479
H 0.380 -1.168 0.099
H 1.758 1.188 -1.079
H -1.890 -2.825 0.011
H -1.839 1.288 0.425

Atoms 1-6, force components in eV/Å:
0.6 0.2 -0.4
-0.3 -0.2 0.1
-0.4 0.3 0.1
1.6 0.3 0.1
0.8 0.8 0.4
-1.0 -0.3 0.1

---

(4)
DFT (wB97M-V/def2-TZVPD) results for 3 unconnected molecules or ions with the total composition C2H10N2O3.

Calculated values
E_LUMO (spin up / spin down) = -4.2 / -9.3 eV
relative energy (zero: lowest compared OMol25 entry of this formula, charge and spin) = 1.080 eV
E_tot = -417.08190 hartree
spin multiplicity = 2
total charge = +1
max |F| = 2.4 eV/A
Kohn-Sham gap (spin up / spin down) = 10.62 / 5.48 eV

Atoms and positions in Å:
O -0.207 -0.085 -2.929
O -0.153 -0.256 3.324
O 2.088 -1.285 -1.276
N -0.038 -0.596 1.127
N -1.253 0.966 -0.216
C -0.328 0.786 0.865
C 0.037 -1.006 2.342
H -1.378 1.965 -0.323
H 0.048 -1.262 0.356
H 1.350 -0.750 -1.596
H 0.240 -2.058 2.581
H -0.341 0.603 -2.264
H 0.503 1.488 0.803
H 2.681 -0.700 -0.795
H -2.170 0.587 -0.014
H -0.255 0.398 -3.763
H -0.826 1.206 1.778

Atoms 1-6, force components in eV/Å:
0.1 0.4 0.3
0.0 0.5 0.1
-0.4 -0.1 0.6
0.0 -0.2 -1.4
0.6 0.1 0.3
-1.6 1.7 0.6

---

(5)
DFT (wB97M-V/def2-TZVPD) results for 2 unconnected molecules or ions with the total composition C2H10N2OSi.

Calculated values
E_LUMO = -0.1 eV
relative energy (zero: lowest compared OMol25 entry of this formula, charge and spin) = 3.751 eV
E_tot = -556.38505 hartree
max |F| = 4.9 eV/A
Kohn-Sham gap = 9.24 eV

Atoms and positions in Å:
Si 1.799 -0.536 -0.196
O 0.525 0.421 -0.064
N 3.136 0.465 0.279
N -1.230 0.102 -0.603
C -1.534 -1.157 -0.021
C -1.901 1.216 -0.033
H -0.903 -1.921 -0.472
H 1.790 -1.640 0.768
H 3.113 0.845 1.212
H -1.423 -1.180 1.070
H -2.856 1.301 -0.564
H -2.579 -1.374 -0.264
H -2.090 1.130 1.046
H 2.080 -0.988 -1.554
H 3.394 1.199 -0.362
H -1.322 2.115 -0.241

Atoms 1-6, force components in eV/Å:
1.5 0.0 0.3
-4.8 0.7 -0.5
-0.1 -0.3 -0.2
3.4 0.3 -0.2
0.2 -0.5 0.5
0.1 0.5 0.5

---

(6)
DFT (wB97M-V/def2-TZVPD) results for 2 unconnected molecules or ions with the total composition C2H10N2P.

Calculated values
E_LUMO = -6.7 eV
relative energy (zero: lowest compared OMol25 entry of this formula, charge and spin) = 4.397 eV
E_tot = -532.68061 hartree
total charge = +1
max |F| = 4.4 eV/A
Kohn-Sham gap = 6.81 eV

Atoms and positions in Å:
P 0.145 -0.190 0.028
N 0.290 2.397 1.513
N 1.597 -0.902 -0.010
C -1.221 -1.368 0.332
C -0.009 0.382 -1.694
H 0.253 2.143 2.481
H -0.879 -2.180 -0.267
H -1.048 0.504 -1.769
H -1.304 -1.655 1.330
H 2.342 -0.272 -0.076
H 1.977 -1.582 0.743
H 0.516 1.346 -1.713
H 0.202 -0.405 -2.346
H -0.715 2.616 1.379
H -2.146 -0.834 0.069

Atoms 1-6, force components in eV/Å:
-1.0 2.0 0.4
-0.9 -1.5 -2.1
1.0 -3.2 2.9
0.8 2.0 -0.6
0.0 1.3 2.6
0.4 -0.7 1.1